A molecular structure, C4H8O3. Source: the OMol25 dataset; level of theory: wB97M-V/def2-TZVPD.

Highest occupied orbital energy = -8.549 eV
Orbital gap = 7.54 eV

Structure (ORCA input):
```
! wB97M-V def2-TZVPD RIJCOSX def2/J DEFGRID3
* xyz 0 1
C 1.66 -1.02 0.51
C 0.41 -0.38 0.07
C 0.27 0.54 -0.91
C -1.06 1.17 -1.12
O -1.19 2.29 -0.25
O -0.71 -0.67 0.71
O -0.22 -1.78 1.92
H 2.47 -0.85 -0.20
H 1.96 -0.60 1.48
H 1.51 -2.09 0.66
H 1.12 0.89 -1.50
H -1.10 1.51 -2.16
H -1.87 0.45 -0.90
H -2.11 2.64 -0.33
H -1.15 -2.11 2.02
*
```

These are the natural (NBO) partial charges, in e, on atoms 1 to 8: number 1, C, carries -0.661; number 2, C, carries 0.330; number 3, C, carries -0.337; number 4, C, carries -0.098; number 5, O, carries -0.724; number 6, O, carries -0.245; number 7, O, carries -0.458; number 8, H, carries 0.226